(1)
Formula: C3H4BF3O3
Source: the OMol25 dataset
Level of theory: ωB97M-V/def2-TZVPD

Element x y z (Å)
H: -1.56312 -1.08430 -1.17332
C: -0.68026 -1.08685 -1.86150
H: 1.55774 -1.20392 -1.29755
O: 0.72208 0.73062 3.43674
H: -1.43053 1.46463 2.82302
F: -0.72146 -1.98453 -2.85689
B: 0.08361 0.43716 2.20572
O: -1.15514 1.04222 2.03243
O: 0.82615 -0.21282 1.39960
H: 1.70785 0.56401 3.54565
C: 0.01321 0.20051 -2.11479
C: 0.58257 -0.75893 -1.21447
F: 0.73812 0.53880 -3.17877
F: -0.68082 1.35340 -1.74588

Atomic forces in eV per Å
H 0.500 0.478 -0.935
C -0.924 -1.048 0.420
H 0.155 -0.082 0.162
O 1.297 -0.061 0.811
H -0.329 0.634 1.101
F -0.042 -0.717 0.100
B -1.027 2.693 2.405
O 0.493 -1.270 -1.303
O 1.737 -2.703 -4.717
H -2.194 0.062 -0.674
C -1.030 4.591 0.465
C 0.639 0.023 2.352
F -0.158 -0.786 -0.141
F 0.883 -1.815 -0.048

Molecular weight ... 155.9 g/mol
Spin multiplicity ... 1
HOMO-LUMO gap (spin up / spin down) ... 0.2261 / 0.2261 Ha
LUMO (spin up / spin down) ... -3.6 / -3.6 eV
ΔE to the lowest compared entry with this formula, charge and spin ... 139.56 kcal per mole
Net charge ... 0

(2)
Formula: C24H30N4O2OsS2
Source: the OMol25 dataset
Level of theory: ωB97M-V/def2-TZVPD

Element x y z (Å)
C: -3.61797 -0.33143 1.07353
H: 2.84021 6.07553 1.01133
H: -1.88738 1.31344 -1.94912
C: -0.51594 -4.68728 0.20637
H: 4.52538 -1.85977 -0.64158
N: 0.37782 -0.17058 -1.55839
N: 1.44321 4.59015 0.55295
C: 0.78660 -5.15020 0.32379
C: 2.27654 -3.15900 -2.81827
C: 1.23696 -2.25721 -2.62336
C: -0.79745 -3.37759 0.51965
S: -0.24208 1.27047 2.66103
C: -3.72540 -0.64740 3.45064
N: 0.18563 -2.55518 0.92576
H: -1.91997 2.82369 1.11444
C: 2.55968 -1.08529 -0.96406
C: -2.42023 0.34294 1.22255
C: -2.13172 2.42428 0.12576
H: -5.20641 -1.36826 2.07200
H: 2.79218 -4.61198 0.90576
C: -1.02758 -0.62907 -1.70940
C: -1.99184 0.46458 -1.27533
C: 1.38510 -1.22505 -1.71194
H: -1.24583 -0.89303 -2.74866
C: 0.69697 0.88365 -2.56262
N: -1.72251 0.99021 0.09447
H: 2.12661 -2.23971 1.47486
C: -4.26965 -0.84126 2.19192
H: 1.74995 1.13528 -2.46608
H: -0.04972 5.91644 -0.08423
O: 0.75214 2.54104 -0.11774
H: 0.11531 1.78014 -2.36759
H: 0.32617 -2.36558 -3.19836
H: -4.07725 -0.46033 0.10277
H: -3.20090 2.49498 -0.08437
C: 1.38110 3.28108 0.67517
H: 1.46909 5.97052 2.13505
Os: 0.38628 0.54742 0.48008
C: 0.74635 5.30180 -0.50657
H: -1.77878 -2.92566 0.49741
H: -2.07830 0.15109 4.57365
H: -3.02027 0.12236 -1.38450
H: -1.15254 -1.52043 -1.09821
C: -2.52131 0.02636 3.59421
H: 0.49690 0.51057 -3.57005
C: 3.46712 -2.99728 -2.12586
H: 2.75154 4.74532 2.17753
H: 1.45018 5.94786 -1.03034
C: 1.77001 -4.28770 0.77819
O: -0.15206 -1.31544 1.27607
C: 2.16745 5.39316 1.52884
H: 1.94208 2.85545 1.50712
H: -4.23180 -1.03243 4.32572
C: -1.83810 0.51643 2.48765
H: 4.28871 -3.68095 -2.29506
H: -1.31925 -5.33272 -0.11726
H: 0.32557 4.58715 -1.20573
H: 2.16015 -3.96738 -3.52721
H: -1.56433 2.97841 -0.61785
C: 1.44569 -2.98410 1.08970
S: 2.64775 0.12238 0.32857
H: 1.02699 -6.17569 0.08086
C: 3.60717 -1.96922 -1.20570

Atomic forces in eV per Å
C -0.035 -0.014 0.019
H 0.015 -0.002 0.006
H -0.026 -0.016 -0.007
C -0.048 0.018 0.005
H 0.000 0.004 0.001
N 0.014 0.070 -0.207
N 0.029 0.001 0.008
C 0.033 -0.004 0.000
C -0.046 0.002 -0.015
C 0.034 -0.045 -0.011
C 0.030 -0.024 0.021
S 0.062 0.031 -0.104
C 0.014 0.007 0.011
N 0.103 0.039 -0.079
H 0.009 0.006 -0.004
C -0.116 0.001 0.045
C 0.031 0.005 0.012
C 0.037 -0.034 -0.003
H 0.000 -0.005 0.002
H 0.000 -0.006 -0.002
C 0.013 -0.020 0.053
C -0.038 0.025 0.014
C 0.033 0.051 0.055
H -0.027 0.020 -0.009
C 0.002 -0.051 0.045
N -0.083 0.022 -0.042
H 0.034 0.003 -0.026
C 0.004 0.015 -0.037
H 0.002 0.017 0.017
H 0.000 -0.005 0.001
O -0.049 -0.101 0.120
H -0.006 -0.011 -0.025
H -0.010 0.021 0.002
H -0.003 -0.001 0.009
H -0.005 0.010 0.007
C 0.046 -0.011 -0.081
H 0.000 0.015 -0.013
Os -0.082 -0.098 0.147
C -0.007 0.012 0.010
H -0.005 -0.025 0.011
H 0.003 0.001 0.001
H 0.026 -0.028 -0.011
H 0.019 0.032 -0.042
C -0.028 -0.021 0.023
H 0.024 -0.007 -0.004
C 0.032 0.027 0.011
H -0.014 0.001 0.014
H -0.002 0.003 -0.001
C -0.014 0.000 0.012
O -0.134 0.052 0.009
C -0.002 -0.008 -0.025
H -0.044 0.009 0.024
H -0.001 0.000 0.003
C 0.054 0.027 -0.005
H 0.001 -0.005 0.003
H 0.001 -0.005 0.002
H -0.007 -0.003 -0.003
H 0.000 -0.001 -0.004
H -0.016 0.003 0.008
C -0.053 0.022 0.000
S 0.175 0.004 0.045
H 0.000 0.000 -0.004
C 0.021 -0.024 -0.013

Molecular weight ... 660.9 g/mol
⟨S²⟩ ... 0.75
Spin multiplicity ... 2
HOMO-LUMO gap (spin up / spin down) ... 0.2535 / 0.2387 Ha
LUMO (spin up / spin down) ... -2.7 / -3.0 eV
ΔE to the lowest compared entry with this formula, charge and spin ... 12.53 kcal per mole
Net charge ... +1

(3)
Formula: C36H52INO3PRbS2Si4
Source: the OMol25 dataset
Level of theory: ωB97M-V/def2-TZVPD

Element x y z (Å)
H: -1.64557 7.27033 -2.31955
H: 2.38647 -1.60829 -5.13360
H: -1.46356 1.74509 4.78912
C: 2.02290 -2.63826 -5.16721
H: -1.17089 -4.81208 -4.25509
H: -2.81425 -2.89793 0.78700
Si: 0.28755 -2.77025 -4.40185
H: -2.75525 4.34763 -2.34191
C: -1.02492 -0.35650 3.16911
S: -4.19258 2.94485 0.00817
C: -1.20994 2.60471 4.18087
Si: -1.56737 -2.97251 -1.38330
H: -0.59998 -0.87487 -5.76163
H: -2.21382 -5.25429 -0.59316
O: -5.64080 2.95025 0.16392
C: 5.11056 -0.90362 3.43387
H: 0.28145 3.43943 1.25939
H: 2.68975 -2.83857 1.15857
C: -0.13519 -4.62098 -4.54626
C: 2.95077 0.21223 2.95513
S: -3.44502 4.80858 0.37662
C: -2.12508 -2.22674 0.26378
C: 2.42518 -4.54085 -1.60141
C: 1.76713 -2.59366 0.62011
C: -0.48003 2.43868 3.00363
H: 4.29988 -0.87451 5.92401
C: 3.60043 -1.82548 -1.69067
H: 3.85677 -1.99405 -2.74004
C: -0.10478 5.82330 -4.06858
H: -2.95848 -3.48610 -3.42092
C: 5.47622 -0.81052 2.12891
P: 0.14303 0.82547 2.39789
H: 2.01902 -2.97041 -6.21101
H: -0.58181 5.64046 1.89589
H: -0.10814 6.90086 -1.50970
H: -4.37308 -0.83831 3.30731
C: -0.61136 -1.58662 3.68045
H: -1.20732 -3.48747 4.46582
H: 4.42779 -2.19416 -1.07344
H: -0.81622 -2.40669 -6.63378
C: -2.21146 4.71832 -3.21397
O: -3.77364 2.58590 -1.37028
H: 0.97844 -3.26964 0.96424
H: -1.63447 6.12685 -0.96828
C: 2.39030 0.05375 5.72772
H: 2.71871 -4.67210 -2.64664
N: 0.62648 3.49885 -1.69088
C: -1.42335 4.95887 3.74517
H: -0.70372 6.59138 -4.56118
H: 3.27123 -4.84839 -0.97565
C: 1.43275 0.52315 4.81287
H: 0.05785 5.00678 -4.77338
Rb: -1.38847 1.34422 -0.70455
C: 3.43967 0.40257 1.62140
C: -2.90184 -2.26383 3.96713
C: -0.24746 3.55072 2.19883
H: 3.50477 -0.74739 -1.54729
H: 2.16180 0.03441 6.78611
H: -2.65587 -1.27952 0.12977
H: -3.95581 -3.42094 -1.95972
C: 3.56625 -0.43814 5.25530
C: 4.64712 -0.11357 1.23231
H: 0.45889 0.80505 5.19045
C: -0.71888 4.80262 2.56463
C: -1.28625 -4.80961 -0.97082
H: -1.82779 5.92765 4.00910
Si: 0.16915 -1.70678 -2.32640
H: 4.98294 0.03706 0.21648
C: 3.87237 -0.37831 3.87524
H: -0.95901 -5.38084 -1.84207
C: -1.06627 6.48466 -1.82952
H: 0.44458 -1.81866 3.75423
H: 1.46693 -1.57923 0.89983
O: -3.53804 1.99975 0.95579
H: 1.58948 -5.21291 -1.40362
H: -0.52533 -4.91711 -0.19291
C: -3.11515 -2.95101 -2.48106
H: -1.90409 -1.96505 -5.30538
C: -2.39230 -0.10374 3.02697
H: -3.63001 -3.00654 4.27098
H: -2.74922 0.81588 2.56743
H: 5.75711 -1.37607 4.16455
H: -1.27769 -2.04349 0.93088
H: -3.40418 -1.92549 -2.72379
H: -2.07076 3.89535 -3.91790
I: 2.56022 1.63748 0.17275
H: -2.81720 5.49007 -3.69542
H: 6.41358 -1.22397 1.77877
C: -3.31923 -1.05172 3.43519
H: 0.50524 -5.22218 -3.89751
C: -1.54483 -2.53296 4.07908
C: 1.65209 0.56505 3.45859
C: -0.03870 4.29956 -2.17894
C: -1.67113 3.85640 4.55139
H: -0.00480 -4.96988 -5.57716
H: -2.25950 3.96474 5.45475
H: 0.86273 6.25378 -3.80304
H: 2.73674 -3.25930 -4.61891
Si: 1.97947 -2.72050 -1.26249
C: -0.86786 -1.92835 -5.64954
C: -0.86204 5.33818 -2.82610

Atomic forces in eV per Å
H 0.003 0.000 -0.007
H 0.000 0.002 -0.006
H 0.006 0.006 0.001
C 0.015 -0.001 0.011
H 0.002 -0.005 0.000
H 0.001 0.001 -0.005
Si 0.002 -0.009 0.013
H 0.011 0.003 -0.008
C 0.027 -0.042 0.007
S -0.100 0.084 0.166
C -0.001 0.004 0.011
Si 0.000 0.003 -0.016
H -0.003 -0.002 0.001
H -0.004 0.005 -0.002
O 0.008 0.002 -0.002
C 0.005 -0.006 0.030
H -0.016 0.001 -0.001
H -0.002 0.002 -0.002
C -0.009 0.009 0.009
C 0.027 -0.026 0.044
S 0.020 0.004 0.014
C 0.015 0.003 -0.006
C -0.007 0.013 -0.001
C -0.002 -0.007 0.014
C 0.014 0.023 0.024
H 0.000 -0.001 -0.002
C 0.006 -0.005 0.010
H -0.004 -0.008 -0.017
C 0.019 -0.001 -0.012
H 0.006 0.004 -0.014
C 0.026 -0.010 -0.024
P -0.022 0.002 0.050
H -0.004 0.002 -0.001
H 0.002 0.012 -0.010
H 0.007 0.008 0.006
H -0.003 -0.002 -0.001
C -0.012 0.014 0.004
H -0.001 -0.001 0.000
H 0.005 0.002 -0.009
H 0.001 0.000 -0.002
C 0.001 0.027 -0.001
O 0.038 -0.085 -0.191
H 0.005 0.002 0.006
H 0.007 -0.005 -0.001
C -0.020 0.006 0.025
H -0.011 -0.012 -0.003
N 0.033 0.038 -0.006
C -0.001 0.008 -0.010
H -0.001 -0.001 -0.001
H -0.005 0.005 0.001
C -0.020 -0.008 -0.001
H 0.002 -0.002 0.002
Rb -0.014 -0.061 -0.094
C 0.066 0.004 -0.066
C 0.013 -0.004 0.002
C -0.004 -0.002 0.004
H 0.002 -0.013 0.004
H -0.001 0.000 0.000
H 0.004 -0.004 -0.011
H 0.001 0.001 -0.008
C 0.031 -0.010 0.003
C -0.018 -0.004 0.000
H 0.005 0.001 -0.003
C 0.012 -0.012 0.019
C 0.032 0.000 -0.007
H -0.004 -0.001 0.001
Si -0.077 -0.022 -0.029
H -0.004 0.001 -0.016
C -0.037 0.012 -0.024
H 0.004 0.000 0.004
C -0.005 0.006 -0.006
H 0.005 0.001 0.005
H 0.001 0.009 -0.003
O 0.086 -0.025 0.043
H -0.040 -0.022 0.013
H 0.010 -0.010 -0.005
C 0.001 -0.008 0.005
H -0.015 -0.001 0.008
C -0.006 0.023 0.001
H -0.003 0.001 0.000
H -0.001 -0.012 0.004
H -0.002 -0.004 0.001
H -0.028 -0.004 -0.022
H 0.005 0.001 -0.002
H -0.004 -0.001 -0.007
I -0.065 0.051 0.028
H 0.006 -0.003 -0.003
H 0.001 0.001 -0.001
C 0.004 0.007 -0.003
H 0.023 -0.012 0.013
C -0.004 -0.001 0.009
C -0.030 0.036 0.017
C -0.008 0.031 0.057
C 0.006 -0.003 0.001
H 0.005 0.014 -0.002
H -0.002 0.001 -0.001
H -0.003 -0.002 0.002
H 0.003 0.014 -0.006
Si 0.014 0.010 0.008
C 0.013 -0.005 -0.009
C -0.044 -0.037 -0.010

Molecular weight ... 966.6 g/mol
Spin multiplicity ... 1
HOMO-LUMO gap ... 0.1913 Ha
LUMO ... 3.6 eV
ΔE to the lowest compared entry with this formula, charge and spin ... 1.09 kcal per mole
Net charge ... -2

> The highest molecular weight belongs to which entry?

C36H52INO3PRbS2Si4

> The lowest net charge belongs to which entry?

C36H52INO3PRbS2Si4